Record 1
Computed, not measured: 2 unconnected molecules or ions with the total composition C5H11NO, with ωB97M-V/def2-TZVPD.

```
! wB97M-V def2-TZVPD RIJCOSX def2/J DEFGRID3
* xyz 0 1
C -0.06171 0.83347 0.24655
H 2.05647 -1.15259 -1.00313
H -2.24700 -2.35869 -1.01118
C 2.55079 -0.53199 -0.33596
C -1.27488 1.58293 0.51811
C 0.65024 0.09496 1.12295
H 2.85700 0.41740 -0.89268
H 2.30468 -0.73195 1.90185
H 0.15369 -0.03030 2.14913
H -2.91759 2.36617 -0.17779
C -2.20319 1.64194 -0.42480
H 0.09316 0.56316 -0.86526
H -1.53044 2.07999 1.54958
H -2.19546 1.16598 -1.41067
H 3.53040 -1.00122 -0.09784
N 1.86651 -0.43685 1.03122
H -0.76724 -2.25989 -1.01745
O -1.54633 -2.21598 -1.63803
*
```

The HOMO energy is -7.309 eV. The orbital gap is 8.01 eV. The relative energy (zero: lowest compared OMol25 entry of this formula, charge and spin) is 3.319 eV.


Record 2
Computed, not measured: a molecular structure, C5H11N3, with ωB97M-V/def2-TZVPD.

```
! wB97M-V def2-TZVPD RIJCOSX def2/J DEFGRID3
* xyz 0 1
N 0.63985 1.83462 -0.89501
C 0.98872 -1.97306 0.13788
C -1.24991 0.69534 -0.22371
H 1.47238 -3.08318 0.54510
H -1.67031 1.22228 -1.16872
H 2.33729 2.88221 -1.08363
H -1.90625 -1.60317 -0.18275
H -0.63882 -2.14666 -0.21377
H 2.68593 1.22578 -0.72136
N 0.91303 -0.91873 1.34845
N 0.14464 0.57762 -0.48802
H -2.23109 -0.80000 1.69612
H -1.29402 1.22735 0.87101
H -3.05681 -0.08066 -0.26046
C 1.88903 1.89641 -0.99610
C -2.03677 -0.55262 0.37984
H 0.91935 0.82793 1.53340
C 0.65423 0.18550 0.87039
H 1.43952 -1.41695 -1.14866
*
```

The HOMO energy is -8.739 eV. The orbital gap is 9.46 eV. The relative energy (zero: lowest compared OMol25 entry of this formula, charge and spin) is 11.306 eV.


Record 3
Computed, not measured: a molecular structure, C2H3N3O, with ωB97M-V/def2-TZVPD.

```
! wB97M-V def2-TZVPD RIJCOSX def2/J DEFGRID3
* xyz 0 1
H -0.70641 -1.69942 0.62621
C -0.56794 -0.42635 -1.12321
O 0.83694 0.49279 1.88695
H -1.10153 -1.01165 -1.85934
N 0.52784 1.08060 -0.13783
C 0.31661 0.15387 0.77020
N -0.38688 -0.84731 0.19618
H 1.10425 1.52480 0.98082
N -0.02288 0.73265 -1.33998
*
```

The HOMO energy is -9.154 eV. The orbital gap is 9.77 eV. The relative energy (zero: lowest compared OMol25 entry of this formula, charge and spin) is 2.537 eV.


Record 4
Computed, not measured: 2 unconnected molecules or ions with the total composition C6H13O3PS2, with ωB97M-V/def2-TZVPD.

```
! wB97M-V def2-TZVPD RIJCOSX def2/J DEFGRID3
* xyz 0 1
H -3.57827 -0.44036 0.68414
O 3.15762 0.72273 -0.62778
H 4.12599 2.08479 0.45952
C 1.86045 -1.66007 0.58368
H 4.39894 0.19139 0.77441
S -1.73069 2.08959 1.13153
C 3.64799 1.06304 0.65273
C -1.17362 1.47133 -0.23091
H -4.04407 1.11534 -0.96085
O 1.50029 -0.19032 -2.20998
C -3.40993 0.29100 -1.34882
H -4.41036 -1.36902 -0.56663
H 2.93102 -1.63793 0.43121
H 2.75287 1.00546 1.34679
H 1.48872 -2.57560 -0.07566
S -1.63609 0.67382 -1.61111
H 1.70403 -1.87206 1.71608
C -3.41737 -0.89376 -0.38592
H 1.07784 2.78530 -1.09067
H -3.80697 0.08792 -2.45004
H -2.55468 -1.55376 -0.29522
O 1.14482 -0.48997 0.31417
P 1.59772 0.45683 -0.91478
H 1.06628 2.30413 0.63889
C 0.83400 2.01975 -0.36466
*
```

The HOMO energy is -8.344 eV. The orbital gap is 8.29 eV. The relative energy (zero: lowest compared OMol25 entry of this formula, charge and spin) is 1.904 eV.


Record 5
Computed, not measured: a molecular structure, C31H43NO2SSeTc, with ωB97M-V/def2-TZVPD.

```
! wB97M-V def2-TZVPD RIJCOSX def2/J DEFGRID3
* xyz 2 2
H -1.56559 5.53402 -0.84729
H 0.78423 -5.14840 -0.82950
H -2.58624 -1.85471 -2.45966
C 3.12234 -3.70342 -2.93000
C 0.89101 -1.45693 0.83188
C -1.48327 1.41569 1.07078
C 4.55628 0.78536 -1.12107
C 3.00132 -1.77681 -0.80135
Tc 0.50266 0.78614 3.10442
H -1.38241 5.50134 1.52126
H 5.47989 -1.42788 1.39069
C 0.83178 -2.45595 -0.11925
N 0.06164 0.29172 5.11242
H 4.01671 -3.91964 -2.34223
C -3.60732 4.37407 0.59836
C -2.97541 1.79303 -0.75224
C 0.65009 -3.42819 -2.97519
H 5.67325 -1.63044 -0.35272
H -2.21156 4.19343 -1.78736
Se -0.60060 -1.17275 1.99844
H 4.36241 0.67961 2.32727
H -0.25977 4.15205 1.44451
H 6.50302 -0.31908 0.47259
H 0.19088 -1.82123 5.03412
H -0.15872 2.29655 5.84293
H -4.04037 3.96705 1.51397
H -3.51776 2.46444 -1.39947
C 1.85996 -3.69660 -2.06966
C -4.59724 0.93053 -2.95397
H -5.68041 -0.45798 -0.81694
C 0.05823 -0.92952 5.62831
H -1.67421 4.08248 2.51857
H 0.71325 -2.43825 -3.43273
H 0.61484 -4.16804 -3.77629
C -1.31276 4.41416 1.54482
H -0.58432 4.08878 -1.10718
C 3.09970 -0.76565 0.17527
C 4.43915 1.11854 1.33200
C -3.02321 -1.01123 -2.99742
H -5.18527 0.45292 -3.73682
C -3.93543 -0.15111 -2.10093
H -3.59334 5.46052 0.68460
C -3.09399 0.42478 -0.98727
S -0.17587 -0.97177 7.28458
O 1.90955 0.32048 2.01201
H -2.49813 -1.54970 -0.25534
C -0.29827 0.72988 7.33513
C -5.03048 -1.03675 -1.47521
O -0.70978 1.82293 2.04550
C -2.16406 3.87189 0.39179
C -2.20510 2.35612 0.25922
H -5.27950 1.55322 -2.37173
C 4.39047 0.06210 0.22556
C -2.38861 -0.48072 -0.12256
H 3.66575 1.87883 1.21406
H 3.85021 -1.90425 -1.45615
H 3.26671 -2.75564 -3.45345
H -3.86301 1.57331 -3.44400
H -0.29193 -3.49568 -2.42567
C -1.59810 0.01448 0.85382
H -0.46998 1.25818 8.25915
C 1.91332 -2.61849 -0.98231
H 4.62845 0.09238 -1.95916
H 3.03540 -4.48423 -3.68592
C 1.99071 -0.62754 0.98324
H -2.21223 -0.41831 -3.42398
H -0.03678 -3.09881 -0.19198
H -4.26546 4.11934 -0.23169
H 2.54599 -5.28078 -0.73904
H 1.68435 -5.85139 -2.16961
H 5.47079 1.38000 -1.10554
H 3.71763 1.45920 -1.30986
H 5.40425 1.62223 1.26942
C 1.70814 -5.07200 -1.40646
H -3.61483 -1.41649 -3.81833
H -5.64427 -1.45681 -2.27197
C -0.13920 1.24716 6.09871
C -1.59881 4.44718 -0.92256
C 5.57601 -0.89336 0.44358
H -4.61674 -1.86960 -0.90395
*
```

The HOMO energy (spin up / spin down) is -13.810 / -13.810 eV. The orbital gap (spin up / spin down) is 5.72 / 5.15 eV.


Record 6
Computed, not measured: a molecular structure, C12H14BCaCl3N6O2, with ωB97M-V/def2-TZVPD.

```
! wB97M-V def2-TZVPD RIJCOSX def2/J DEFGRID3
* xyz 0 1
O -1.57973 0.87595 2.58879
C 0.84224 3.77679 -0.11789
C -2.61964 -0.66776 -2.89304
Cl -0.07843 -1.37917 5.36763
H -3.45122 -0.96806 -3.49062
H 1.60894 3.44010 -2.22621
H 1.00825 4.81474 0.09056
N 1.69359 -0.46397 -1.50931
Cl -2.62404 0.03346 5.13213
N -0.59114 0.06768 -2.27328
C -1.38554 -0.11500 -3.34503
H -3.17105 -1.07060 -0.73058
H -1.52661 -2.92446 0.42045
C 2.28637 -1.94442 -0.02186
Ca -1.36657 -0.65941 0.82434
H 4.22827 -2.42742 -1.00867
C 3.31713 -1.87492 -0.98307
C -0.68215 0.23628 3.22930
H 3.35542 -0.51360 -2.79145
H -0.11895 2.89404 1.72860
N -1.23720 -0.35319 -1.14387
H -1.00090 0.14463 -4.33297
Cl -0.14399 1.50121 5.60683
C -0.88097 0.10059 4.80797
H -3.32519 1.19590 0.49743
B 0.82559 0.64371 -2.17649
N 0.77025 1.82895 -1.16808
C -2.47521 -0.77739 -1.50826
N 0.21224 1.62366 0.07328
C -0.63841 -2.98556 1.04205
O 0.25931 -0.38604 2.69058
H 2.22909 -2.55185 0.87461
C 2.90043 -0.91622 -1.90344
H 0.33381 -3.40930 0.80741
N 1.29186 -1.10507 -0.35630
C 0.26281 2.79520 0.71955
C 1.15151 3.11422 -1.30264
H -0.97093 -2.60409 1.99774
H 1.29072 1.01038 -3.21619
*
```

The HOMO energy (spin up / spin down) is -8.481 / -8.481 eV. The orbital gap (spin up / spin down) is 6.54 / 6.95 eV. The relative energy (zero: lowest compared OMol25 entry of this formula, charge and spin) is 0.767 eV.